Entry 1:
17
Properties=species:S:1:pos:R:3:forces:R:3 method="wB97M-V/def2-TZVPD" de_lowest_ev=3.334 lumo_ev=0.79 e_tot_ev=-9439.7091 e_homo_ev=-9.642 homo_lumo_gap_ev=10.43 smiles="C=CC[C@@H]1CO1.O"
C 2.87539 1.68339 1.58558 -2.525 0.074 -0.619
C 1.86193 0.80087 1.40784 0.568 0.869 -0.759
C 0.56572 0.99079 0.60167 -0.392 1.140 2.151
C 0.21064 -0.13342 -0.28251 -0.306 0.211 -0.848
C -1.17142 -0.66133 -0.21491 -0.061 1.488 0.400
O -0.12135 -1.25393 0.48701 0.637 -1.864 0.012
H 2.78598 2.73618 1.29409 -0.110 -0.450 -0.367
H 3.74990 1.50293 2.14082 0.833 -0.690 0.686
H 1.90794 -0.19876 1.81240 0.353 -0.187 0.165
H -0.29129 1.05814 1.34996 1.019 -0.061 -0.641
H 0.51964 1.92072 0.06801 0.341 0.647 -0.328
H 0.76368 -0.21548 -1.23996 -0.139 -0.531 0.756
H -1.60755 -1.18880 -1.03526 -0.082 -0.434 -0.427
H -1.84882 -0.08882 0.42141 -0.133 -0.207 -0.204
O -3.29506 -2.27395 -3.13852 0.804 -0.463 -1.092
H -3.84218 -1.66150 -2.67731 -0.579 0.361 0.791
H -3.06314 -3.01703 -2.58033 -0.228 0.098 0.322

---

Entry 2:
25
Properties=species:S:1:pos:R:3:forces:R:3 method="wB97M-V/def2-TZVPD" lumo_ev="0.67 / 0.67" total_charge=-1 e_tot_ev=-138532.6074 e_homo_ev="-2.784 / -2.784" homo_lumo_gap_ev="3.46 / 3.46"
C -1.95148 -0.84716 -0.82246 -0.227 0.208 0.496
C -1.78874 -1.35071 0.51081 -0.577 0.665 -0.195
C -1.81683 -0.24012 1.41221 -0.605 -0.399 -0.298
H -1.62169 -2.40688 0.77474 -0.111 0.815 -0.140
C -1.98295 0.95402 0.65457 1.113 0.018 0.519
C -2.05522 0.58349 -0.74367 0.639 -0.557 -0.720
H -2.22099 1.27346 -1.58684 0.144 -0.517 0.582
H -2.00176 -1.46009 -1.74073 0.224 0.625 0.712
H -1.72247 -0.28204 2.50325 0.086 0.000 -0.654
H -2.06505 1.97813 1.06627 0.055 -0.847 -0.388
Ga 0.22067 0.13050 -0.10425 -1.594 -1.432 1.183
Br 1.24535 -0.84112 -1.89449 0.431 0.593 -0.205
C 2.77771 0.68110 -4.88518 -0.550 -0.023 -0.303
C 1.67409 1.47524 -5.32237 0.275 -0.670 0.092
C 0.67723 0.59494 -5.84646 0.504 -0.458 0.207
H 1.60942 2.56874 -5.27826 0.025 -0.460 -0.006
C 1.16684 -0.74255 -5.73415 0.014 0.641 0.113
C 2.46413 -0.68927 -5.13892 -0.272 0.434 0.034
H 3.11289 -1.54785 -4.93145 -0.251 0.352 -0.106
H 3.71051 1.05633 -4.44833 -0.413 -0.156 -0.160
H -0.28662 0.89357 -6.27492 0.399 -0.127 0.190
H 0.64618 -1.65041 -6.06127 0.212 0.394 0.152
O 1.23411 0.54157 2.63048 -0.381 -0.932 -1.174
N 1.13307 -0.67240 2.59619 -0.205 -0.357 -0.379
O 0.69288 -1.24010 1.50491 1.064 2.191 0.446

---

Entry 3:
18
Properties=species:S:1:pos:R:3:forces:R:3 method="wB97M-V/def2-TZVPD" de_lowest_ev=0.530 lumo_ev=0.74 e_tot_ev=-18699.3887 e_homo_ev=-8.909 homo_lumo_gap_ev=9.65 smiles="CC(N)=O.CCS"
C -0.37184 -2.72300 -0.19933 -1.388 -0.783 -0.433
C 0.41510 -1.67096 -0.91329 0.956 0.533 0.925
N 1.55866 -1.23961 -0.27222 -0.119 0.149 -0.153
O 0.06827 -1.22462 -1.98191 -0.101 0.319 -0.178
H -1.00147 -2.45249 0.65192 0.604 0.750 0.177
H 0.19188 -3.60183 0.11083 0.157 0.020 -0.235
H -1.14075 -2.97221 -0.93866 0.318 -0.573 0.046
H 2.04890 -0.40422 -0.56755 -0.210 -0.394 -0.242
H 1.89370 -1.67897 0.56389 -0.195 -0.037 0.133
C 0.45957 2.51479 0.85120 0.307 -0.268 1.581
C -0.52599 1.76136 0.00599 -0.984 1.041 -1.113
S -2.16998 1.45377 0.81564 0.863 -0.233 0.408
H 0.69240 1.96069 1.77310 -0.045 -0.055 -0.168
H 0.10490 3.48037 1.21404 -0.186 0.047 -0.305
H 1.42518 2.66889 0.37130 -0.145 0.003 -0.368
H -0.85059 2.42558 -0.79774 0.388 -0.078 -0.219
H -0.07805 0.90371 -0.47976 -0.237 -0.408 0.317
H -2.71989 0.79873 -0.20743 0.018 -0.032 -0.172

---

Entry 4:
17
Properties=species:S:1:pos:R:3:forces:R:3 method="wB97M-V/def2-TZVPD" de_lowest_ev=8.239 lumo_ev=-0.53 e_tot_ev=-11919.3025 e_homo_ev=-8.190 homo_lumo_gap_ev=7.66
C -1.29083 0.74854 -0.55373 0.637 -0.341 -0.156
C 0.91075 -0.63590 -1.64575 0.045 0.093 0.024
C 0.57346 -1.34756 0.58215 -0.129 0.836 1.065
N -0.00745 -1.08487 -0.61277 -0.691 0.350 -0.486
C -1.65877 0.58245 0.76829 0.709 -0.423 1.063
O -0.30045 0.84837 1.69629 -0.546 0.741 -0.449
O 0.68827 1.76750 1.16328 -0.487 -0.327 0.114
O -2.46793 0.04804 1.44958 0.243 0.306 -0.314
H 0.65767 2.45565 1.84403 -0.024 -0.065 -0.064
H -2.05959 0.55109 -1.28849 0.082 -0.021 -0.006
H -0.51204 1.46134 -0.77260 -0.052 -0.007 -0.024
H 1.45792 -1.52099 -1.99121 -0.047 0.040 0.077
H 1.64324 0.10251 -1.29510 -0.038 -0.055 -0.010
H 0.35745 -0.23194 -2.49107 0.011 0.003 0.029
H 0.03088 -2.07158 1.19006 0.162 -0.241 -0.159
H 0.31014 -0.30331 1.31635 0.230 -0.889 -0.583
H 1.66727 -1.36934 0.64070 -0.105 -0.002 -0.121

---

Entry 5:
21
Properties=species:S:1:pos:R:3:forces:R:3 method="wB97M-V/def2-TZVPD" de_lowest_ev=0.651 lumo_ev="0.70 / -4.00" e_tot_ev=-39335.4123 spin_multiplicity=3 e_homo_ev="-6.509 / -9.766" homo_lumo_gap_ev="7.21 / 5.77"
C 0.24126 1.82713 -2.44263 -1.279 -0.173 -1.027
C 0.29887 2.17401 -1.17558 -0.507 -1.678 1.286
C -0.06181 -1.53553 -0.61035 -2.215 -0.818 1.062
C 1.57898 -0.30839 0.80663 -0.652 -0.227 1.467
C -0.51039 -1.02889 1.82801 -3.795 1.281 0.886
C 0.08551 -0.54545 0.57509 1.401 0.177 -1.778
Si -0.65966 1.24394 0.15722 -0.727 -1.541 -1.744
Cl -3.63741 -0.73884 -0.50169 -0.055 -0.089 -0.021
Cl -1.50467 2.35863 1.65679 0.483 0.153 0.370
H 0.66789 2.35125 -3.30048 0.527 -0.251 0.475
H -0.47850 1.05097 -2.69721 -0.040 0.115 -0.300
H 1.06256 2.74826 -0.79815 1.548 2.206 0.419
H 0.55618 -1.28966 -1.47128 -0.059 -0.239 0.027
H -0.07633 -2.64531 -0.30307 1.074 1.573 -0.202
H -1.13920 -1.49903 -0.85475 0.167 0.290 -0.751
H 1.52388 0.25668 1.80246 1.528 -0.768 -1.356
H 2.07881 0.15175 -0.00711 0.114 1.617 -0.655
H 2.15327 -1.24338 0.72810 -0.290 -0.275 1.313
H -0.26142 -0.27839 2.57555 -0.367 0.002 0.455
H -1.68971 -1.10334 1.79058 2.130 0.344 -0.035
H -0.22813 -1.94640 2.24188 1.012 -1.699 0.110

---

Entry 6:
117
Properties=species:S:1:pos:R:3:forces:R:3 method="wB97M-V/def2-TZVPD" lumo_ev=1.75 total_charge=-1 e_tot_ev=-121666.9880 e_homo_ev=-4.548 homo_lumo_gap_ev=6.30
C 2.29242 -2.55039 -0.62608 0.495 -0.056 -0.655
C 1.91086 -1.29209 -1.40165 -0.458 -0.391 0.223
C 0.57572 -0.60653 -1.00243 1.391 0.291 -0.649
Cl -0.05666 -1.13214 0.60973 -0.008 0.168 -0.023
Nb 0.53782 1.70648 -1.20502 -2.429 -2.072 2.685
C -1.55864 1.84461 -0.32540 0.201 0.542 -0.908
C -2.51311 2.82354 -1.03858 -0.375 -0.263 0.315
C -3.81876 2.15819 -1.52279 0.083 0.951 -0.011
C -4.46513 3.01010 -2.63427 0.381 -0.712 0.194
S -5.18164 2.12618 -3.98887 -0.822 1.423 -0.883
O -5.16422 2.99852 -5.12932 0.227 0.006 -0.075
O -6.48558 1.61098 -3.66498 0.017 -0.587 0.608
O -4.19030 0.92959 -4.26711 0.016 -0.050 0.430
C 1.54419 1.97247 0.81590 0.646 0.904 -1.088
C 2.98178 2.50268 0.75993 0.293 -0.344 0.753
C 3.97077 1.43488 0.24914 0.021 0.895 0.455
C 4.57680 1.74948 -1.07677 0.064 -1.121 -0.694
O 4.89683 0.89561 -1.87917 0.036 0.425 0.196
O 4.79879 3.06434 -1.32936 -0.300 0.103 0.353
B 0.79823 4.04184 -1.34716 0.757 0.595 -0.639
O -0.09953 4.94835 -0.74236 0.631 -0.062 0.286
O 1.87131 4.62936 -1.98422 -0.046 0.144 0.311
C 2.27029 5.93333 -1.55994 0.060 -0.226 -0.623
C -0.19705 1.46866 -3.38590 0.751 0.595 -0.674
F 0.51108 0.40260 -3.94889 -0.075 -0.091 0.011
F -1.52955 1.08533 -3.48401 -0.062 -0.015 0.172
C -0.04363 2.56817 -4.42494 -0.267 -0.404 -0.698
F 1.23113 3.02334 -4.49308 -0.436 0.097 0.235
F -0.90549 3.60547 -4.15889 0.440 -0.017 0.178
H 2.82662 -2.33553 0.29371 -0.234 0.027 0.350
H 2.98564 -3.12484 -1.24425 0.157 -0.073 -0.007
H 1.43974 -3.19289 -0.45042 -0.170 -0.042 0.288
H 1.78623 -1.59782 -2.43928 -0.049 0.139 -0.236
H 2.72527 -0.57736 -1.41073 0.174 -0.016 0.127
H -0.16194 -0.94595 -1.72948 -0.395 0.004 0.126
H 2.24286 1.63879 -1.88833 -0.112 0.286 -0.223
H -1.47653 2.03022 0.74309 -0.094 0.003 0.202
H -1.96541 0.83866 -0.44368 0.162 -0.305 0.100
H -2.06658 3.33195 -1.88901 0.223 0.039 -0.065
H -2.80337 3.59701 -0.32846 0.083 0.355 -0.075
H -4.50788 2.17582 -0.68444 -0.135 -0.641 0.123
H -3.62426 1.15196 -1.87009 -0.042 -0.200 0.033
H -3.75950 3.69875 -3.08537 0.203 -0.035 -0.191
H -5.29954 3.59526 -2.26359 -0.227 0.090 -0.055
H -4.63436 0.38790 -4.93375 0.103 -0.242 -0.127
H 0.95778 2.68735 1.40021 -0.282 0.007 0.064
H 1.55001 1.03773 1.37930 -0.270 -0.243 -0.101
H 3.29499 2.77795 1.76969 0.116 0.039 0.129
H 3.08681 3.40162 0.16540 -0.175 0.094 -0.186
H 3.47591 0.47187 0.21432 0.095 -0.224 -0.291
H 4.78741 1.33397 0.96935 0.009 0.062 -0.205
H 4.53446 3.22607 -2.24177 0.166 -0.009 -0.273
H -0.15227 4.69833 0.18364 -0.587 -0.124 0.136
H 1.55084 6.69821 -1.83325 -0.269 0.068 0.134
H 2.45142 5.93532 -0.49011 0.001 0.176 0.194
H 3.19239 6.16285 -2.08577 0.220 -0.018 0.031
H -0.31324 2.16787 -5.40875 0.019 0.120 -0.062
C -8.77568 1.18568 0.19193 -0.080 0.056 -0.070
C -8.17282 0.38636 -0.94404 -0.101 0.084 -0.221
O -6.85514 0.10558 -0.45281 -0.104 0.044 0.054
C -6.87908 0.16982 0.89212 0.022 -0.019 -0.094
O -6.00484 -0.17553 1.61515 0.069 -0.091 0.159
O -8.06177 0.68238 1.32892 -0.079 0.155 -0.223
H -9.84443 1.02582 0.31068 0.029 -0.084 0.157
H -8.58196 2.25540 0.10091 0.054 -0.007 -0.015
H -8.69143 -0.55979 -1.11017 0.007 -0.013 0.062
H -8.12146 0.93722 -1.87953 0.266 -0.029 -0.001
C 5.04923 0.34681 -4.89375 0.064 -0.065 0.020
C 5.80627 -0.32854 -6.01775 0.095 -0.016 0.070
O 4.82847 -0.38852 -7.06010 0.042 -0.028 0.022
C 3.91163 0.59138 -6.83240 0.058 0.060 0.222
O 3.07573 0.91256 -7.61096 -0.115 0.028 -0.168
O 4.09700 1.14312 -5.61662 0.090 -0.096 -0.113
H 5.67184 0.97180 -4.26410 -0.139 0.128 0.028
H 4.51318 -0.35924 -4.26093 -0.045 0.042 0.022
H 6.65448 0.26478 -6.36773 -0.021 0.028 -0.002
H 6.15199 -1.32686 -5.76169 -0.110 -0.070 -0.106
C -0.51546 -7.17191 1.94779 -0.068 -0.103 -0.020
C 0.67196 -7.19235 1.00575 0.011 -0.117 -0.027
O 0.92784 -5.80229 0.80895 -0.031 -0.061 0.045
C 0.42801 -5.11835 1.86843 -0.069 -0.100 -0.148
O 0.61985 -3.97219 2.08196 0.090 0.070 0.263
O -0.32638 -5.94096 2.64869 0.049 -0.061 -0.039
H -0.52792 -8.00736 2.64310 0.029 0.102 0.124
H -1.46848 -7.13194 1.41742 0.018 0.024 -0.033
H 1.55395 -7.65307 1.45553 -0.011 0.009 0.031
H 0.46099 -7.67767 0.05663 0.011 0.144 -0.079
C 3.19443 -3.61936 3.98140 -0.263 0.167 0.010
C 3.45506 -3.02698 5.34906 -0.210 0.187 0.001
O 4.75756 -3.54290 5.66447 0.145 -0.011 -0.171
C 5.38166 -3.84435 4.50094 -0.826 -0.453 0.245
O 6.53422 -4.12422 4.41354 0.181 -0.714 0.057
O 4.52627 -3.76820 3.46210 0.176 -0.006 0.155
H 2.59612 -2.97688 3.34233 0.145 -0.029 -0.167
H 2.72513 -4.60274 4.03345 0.059 -0.024 -0.005
H 3.50479 -1.93706 5.32786 0.071 -0.023 -0.045
H 2.73071 -3.33640 6.09713 0.132 -0.122 0.081
C -8.93924 -1.08438 3.75927 0.073 -0.100 0.056
C -8.23807 -0.95731 5.09384 0.147 -0.048 -0.035
O -9.29333 -0.49176 5.94648 0.025 -0.034 -0.050
C -10.47611 -0.86599 5.40353 0.114 -0.005 -0.058
O -11.52624 -0.77792 5.94967 -0.155 0.013 0.082
O -10.29606 -1.35253 4.15464 0.092 -0.012 0.023
H -8.55154 -1.89530 3.14851 -0.148 -0.075 0.010
H -8.91321 -0.16407 3.18915 -0.014 0.086 0.001
H -7.87802 -1.91512 5.47363 -0.041 -0.013 -0.003
H -7.41491 -0.24902 5.07703 -0.093 0.114 0.088
C 7.91479 -0.63123 3.38355 0.121 -0.044 0.110
C 6.98654 -1.35305 4.33818 0.112 -0.015 -0.234
O 5.90282 -0.42376 4.46891 -0.044 0.195 -0.050
C 5.88944 0.36865 3.36654 0.121 -0.217 0.016
O 5.01998 1.12070 3.08017 -0.100 0.115 0.313
O 7.00658 0.17170 2.62643 0.003 0.028 0.066
H 8.46462 -1.30274 2.73004 -0.100 0.036 -0.130
H 8.61814 0.02581 3.89904 -0.008 0.034 0.005
H 6.60619 -2.28514 3.91840 0.457 0.834 -0.093
H 7.43379 -1.55459 5.30768 -0.125 0.060 0.072